## i
Molecular formula: C6H13NO4S
Method: DFT, wB97M-V/def2-TZVPD

Computed properties:
- Structure (SMILES): NS(=O)(=O)OC[C@H]1CCCCO1
- Charge: 0
- Gap between HOMO and LUMO: 0.37608 hartree
- LUMO: 0.45 eV
- HOMO: -9.78 eV

Geometry as XYZ:
```
25
C6H13NO4S wB97M-V/def2-TZVPD
C -0.023 0.482 -1.079
C 0.935 0.348 0.103
C 1.436 -1.095 0.299
C 2.750 -1.297 -0.434
C 3.820 -0.349 0.125
C 3.166 0.986 0.526
H -3.511 -1.758 -0.246
H -3.901 -0.390 -1.251
H 0.442 0.137 -1.992
H -0.323 1.519 -1.187
H 0.455 0.702 0.984
H 0.681 -1.804 0.002
H 1.581 -1.330 1.360
H 2.620 -1.110 -1.523
H 3.094 -2.357 -0.347
H 4.319 -0.770 1.014
H 4.583 -0.189 -0.622
H 3.842 1.843 0.335
H 2.916 0.994 1.584
N -3.586 -0.737 -0.305
O -2.489 1.479 0.134
O -1.839 -0.574 1.460
O -1.199 -0.347 -0.943
O 1.995 1.229 -0.243
S -2.247 0.058 0.220
```

In elementary charge units, the Mulliken charges are: -0.985 0.469 -0.757 -0.506 -0.560 -0.478 0.288 0.286 0.290 0.413 0.250 0.394 0.358 0.228 0.344 0.300 0.309 0.310 0.309 -0.603 -0.613 -0.577 -0.239 -0.472 1.245


## ii
Molecular formula: C6H13NO4S
Method: DFT, wB97M-V/def2-TZVPD

Computed properties:
- Structure (SMILES): O=S1(=O)C[C@H](O)[C@H](NCCO)C1
- Charge: 0
- Gap between HOMO and LUMO: 0.36098 hartree
- LUMO: 0.69 eV
- HOMO: -9.13 eV

Geometry as XYZ:
```
25
C6H13NO4S wB97M-V/def2-TZVPD
O -2.036 2.758 -2.096
S -1.555 2.038 -1.113
O -1.849 2.434 0.150
C 0.307 1.635 -1.211
C 0.532 0.352 -0.580
N 0.176 0.203 0.983
H -0.416 1.001 1.376
C 1.423 -0.015 1.608
C 1.701 -1.546 1.844
O 1.860 -2.142 0.707
H 0.959 -2.505 0.158
H 2.611 -1.739 2.425
H 0.915 -1.792 2.461
H 1.086 0.390 2.641
H 2.322 0.492 1.176
C -0.819 -0.705 -1.051
C -2.038 0.334 -1.107
H -2.617 0.126 -2.043
H -2.751 -0.015 -0.526
O -1.028 -1.899 -0.362
H -0.866 -1.549 0.461
H -0.593 -1.156 -2.089
H 1.237 -0.400 -0.795
H 0.465 1.474 -2.118
H 0.975 2.225 -0.896
```

In elementary charge units, the Mulliken charges are: -0.615 1.113 -0.605 -1.954 -0.262 -0.305 0.298 -0.463 -0.718 -0.582 0.429 0.412 0.379 0.324 0.284 -0.176 -1.065 0.419 0.559 -0.612 0.446 0.410 0.786 0.768 0.730


Result of the stability comparison: ii is the least stable of them.


## i
Molecular formula: C3H5NO3S
Method: DFT, wB97M-V/def2-TZVPD

Computed properties:
- Structure (SMILES): O/N=C/OCOC=S
- Charge: 0
- Gap between HOMO and LUMO: 0.34948 hartree
- LUMO: 0.49 eV
- HOMO: -9.02 eV

Geometry as XYZ:
```
13
C3H5NO3S wB97M-V/def2-TZVPD
C -0.218 -0.642 2.047
C 1.007 -0.188 0.142
C 0.207 1.312 -1.516
H -3.088 -1.224 1.640
H -0.160 -0.728 3.124
H 2.051 -0.075 -0.158
H 0.500 -1.002 -0.349
H -0.373 2.207 -1.671
N -1.275 -0.777 1.355
O -2.335 -1.084 2.213
O 0.978 -0.315 1.519
O 0.319 1.042 -0.243
S 0.770 0.388 -2.751
```

In elementary charge units, the Mulliken charges are: 0.070 -0.513 -0.001 0.361 0.409 0.419 0.473 0.331 -0.271 -0.416 -0.335 -0.235 -0.292


## ii
Molecular formula: C3H5NO3S
Method: DFT, wB97M-V/def2-TZVPD

Computed properties:
- Structure (SMILES): O=CNOCOC=S
- Charge: 0
- Gap between HOMO and LUMO: 0.35108 hartree
- LUMO: 0.34 eV
- HOMO: -9.21 eV

Geometry as XYZ:
```
13
C3H5NO3S wB97M-V/def2-TZVPD
C -2.880 0.243 -0.519
C 0.049 -0.005 0.583
C 2.119 -0.664 -0.360
H -3.606 -0.099 -1.267
H -2.162 -1.686 -0.478
H 0.477 0.283 1.519
H -0.025 0.852 -0.078
H 2.580 -1.513 -0.836
N -1.925 -0.742 -0.299
O -2.882 1.329 0.005
O -1.172 -0.597 0.855
O 0.872 -0.992 -0.047
S 2.872 0.749 -0.093
```

In elementary charge units, the Mulliken charges are: 0.065 -0.318 0.004 0.343 0.244 0.394 0.421 0.328 -0.219 -0.484 -0.260 -0.242 -0.276


## iii
Molecular formula: C3H5NO3S
Method: DFT, wB97M-V/def2-TZVPD

Computed properties:
- Charge: 0
- Gap between HOMO and LUMO: 0.34709 hartree
- LUMO: -0.33 eV
- HOMO: -9.77 eV

Geometry as XYZ:
```
13
C3H5NO3S wB97M-V/def2-TZVPD
C -1.056 -1.229 -0.166
C -0.336 -0.237 -0.671
C 1.138 -0.606 -0.810
N 0.447 1.873 0.732
O -1.556 -2.055 0.467
O 0.082 -0.230 2.067
O -1.882 1.092 1.162
S -0.489 0.729 1.160
H -0.815 0.421 -1.425
H 1.302 -1.292 -1.674
H 1.587 -1.139 0.057
H 1.654 0.281 -0.981
H -0.076 2.392 0.083
```

In elementary charge units, the Mulliken charges are: 0.542 -0.221 -1.142 -0.615 -0.271 -0.559 -0.564 1.026 0.442 0.369 0.324 0.406 0.263


Result of the stability comparison: iii is the least stable of them.


## i
Molecular formula: C3H18N2O6S
Method: DFT, wB97M-V/def2-TZVPD

Computed properties:
- Structure (SMILES): NC(=O)[C@@H](N)CS.O.O.O.O.O
- Charge: 0
- Gap between HOMO and LUMO: 0.35127 hartree
- LUMO: 0.26 eV
- HOMO: -9.30 eV

Geometry as XYZ:
```
30
C3H18N2O6S wB97M-V/def2-TZVPD
N -1.428 -0.322 -1.098
C -0.354 -0.892 -0.330
C 0.711 -1.667 -1.127
S -0.110 -3.143 -1.758
C 0.365 0.160 0.556
N -0.173 1.426 0.574
O 1.521 -0.031 0.870
H -1.072 0.034 -1.983
H -2.037 -1.047 -1.472
H -0.681 -1.615 0.435
H 1.593 -1.855 -0.523
H 1.110 -0.979 -1.878
H 0.700 -3.449 -2.776
H -1.140 1.486 0.278
H -0.056 1.934 1.439
H 0.617 1.688 -3.241
H 0.974 0.274 -3.871
O 0.282 0.929 -3.752
H 0.311 2.882 -1.120
H 0.734 3.952 -2.145
O 0.737 3.005 -1.979
H 1.865 0.104 3.978
H 2.967 -0.256 2.974
O 2.651 0.447 3.548
H -3.329 -0.404 1.005
H -1.995 -0.403 1.762
O -2.889 -0.038 1.778
H -0.186 -1.421 3.126
H -1.248 -0.303 3.607
O -0.439 -0.496 3.122
```

In elementary charge units, the Mulliken charges are: -0.564 0.040 -0.725 -0.240 -0.063 -0.300 -0.588 0.217 0.381 0.397 0.477 0.257 0.132 0.367 0.232 0.398 0.303 -0.659 0.339 0.305 -0.663 0.277 0.304 -0.599 0.347 0.341 -0.669 0.309 0.289 -0.643


## ii
Molecular formula: C3H18N2O6S
Method: DFT, wB97M-V/def2-TZVPD

Computed properties:
- Structure (SMILES): NC(=O)[C@@H](N)CS.O.O.O.O.O
- Charge: 0
- Gap between HOMO and LUMO: 0.31888 hartree
- LUMO: 0.38 eV
- HOMO: -8.29 eV

Geometry as XYZ:
```
30
C3H18N2O6S wB97M-V/def2-TZVPD
N 1.442 0.125 0.779
C 0.050 0.420 0.493
C -0.114 1.943 0.393
S 0.660 2.830 1.844
C -0.368 -0.307 -0.793
N -1.338 0.103 -1.638
O 0.263 -1.323 -1.088
H 1.490 -0.747 1.287
H 1.912 2.625 1.415
H 1.974 0.054 -0.076
H -0.757 0.251 1.208
H -1.137 2.259 0.249
H 0.578 2.349 -0.347
H -1.951 0.841 -1.323
H -1.818 -0.623 -2.138
H 3.437 -1.564 -2.394
H 1.976 -1.502 -1.802
O 2.870 -1.121 -1.768
H -2.800 0.046 1.231
H -3.744 0.986 0.434
O -2.911 0.948 0.892
H -1.960 -2.282 1.553
H -3.244 -1.756 2.390
O -2.680 -1.654 1.626
H 0.261 -2.512 0.699
H 1.003 -3.580 1.483
O 0.299 -2.939 1.568
H 2.395 2.546 -2.556
H 2.447 1.636 -1.498
O 1.767 1.947 -2.122
```

In elementary charge units, the Mulliken charges are: -0.409 0.197 -0.815 -0.221 0.633 -0.430 -0.858 0.302 0.107 0.112 0.415 0.341 0.097 0.220 0.329 0.283 0.365 -0.613 0.351 0.290 -0.587 0.321 0.292 -0.661 0.320 0.290 -0.662 0.296 0.279 -0.584


Result of the stability comparison: ii is the least stable of them.


## i
Molecular formula: C3H2F4O
Method: DFT, wB97M-V/def2-TZVPD

Computed properties:
- Charge: 0
- Gap between HOMO and LUMO (alpha / beta): 0.42846 / 0.21848 hartree
- LUMO (alpha / beta): -0.39 / -2.35 eV
- HOMO (alpha / beta): -12.05 / -8.30 eV

Geometry as XYZ:
```
10
C3H2F4O wB97M-V/def2-TZVPD
C 0.040 0.269 -0.973
C 0.969 0.361 0.297
C -0.984 -0.592 -0.436
O 0.852 1.143 1.171
F 1.786 -0.706 0.319
F -2.012 -0.153 0.230
F -0.849 -1.888 -0.338
F -0.060 0.488 2.726
H -0.334 1.264 -1.204
H 0.594 -0.185 -1.792
```

In elementary charge units, the Mulliken charges are: -0.243 0.579 0.372 -0.387 -0.227 -0.192 -0.198 -0.276 0.273 0.299


## ii
Molecular formula: C3H2F4O
Method: DFT, wB97M-V/def2-TZVPD

Computed properties:
- Charge: 0
- Gap between HOMO and LUMO: 0.36607 hartree
- LUMO: -0.05 eV
- HOMO: -10.01 eV

Geometry as XYZ:
```
10
C3H2F4O wB97M-V/def2-TZVPD
C 2.075 -0.667 -0.466
C 1.155 -1.577 -0.584
C -1.044 -1.199 -0.010
O -1.126 0.027 0.561
F 3.433 -0.928 -0.672
F 1.200 -2.887 -0.551
F -1.191 -2.179 0.874
F -1.785 -1.501 -1.054
H 1.893 0.341 -0.219
H -1.979 0.083 0.970
```

In elementary charge units, the Mulliken charges are: -0.065 0.054 0.606 -0.400 -0.247 -0.193 -0.216 -0.196 0.350 0.307


Result of the stability comparison: i is the least stable of them.